1.
Molecular formula: C4H10S2
Method: DFT, ωB97M-V/def2-TZVPD

energy relative to the best compared isomer or geometry (same formula, charge and spin) = 113.13 kcal per mole
calculated total energy = -954.6033 Eh
lowest unoccupied orbital energy = 0.6 eV
SMILES = CC[C@H](S)CS
strongest force on any atom = 4.45 eV/A

The geometry in XYZ format:
```
16
Properties=species:S:1:pos:R:3:forces:R:3
C 1.493 0.230 2.036 2.64 2.61 1.65
C 0.215 -0.147 1.401 -3.65 0.33 2.51
C 0.028 0.456 0.033 1.62 -1.89 -3.69
C -0.796 -0.383 -1.194 -0.95 1.46 -0.22
H 2.001 -0.472 3.030 -1.76 1.96 -3.51
H 1.036 1.265 2.565 2.88 -2.08 -1.33
H 2.318 0.406 1.008 -1.93 -0.28 3.79
H 0.137 -1.210 1.379 -0.44 -0.81 -0.55
H -0.638 0.241 2.205 1.59 -1.19 -2.25
H 1.058 0.189 -0.443 -1.31 0.99 0.73
H -1.385 2.207 0.271 -0.40 0.43 0.08
H -0.292 0.130 -2.198 -1.49 -1.86 2.50
H -2.073 -0.167 -1.288 3.95 -0.95 0.53
H 1.012 -2.196 -1.276 -2.28 -0.30 0.47
S -0.143 2.288 -0.194 -0.01 -1.49 0.42
S -0.408 -2.372 -0.988 1.55 3.07 -1.12
```
Forces are in eV/Å.

***

2.
Molecular formula: C4H10Si
Method: DFT, ωB97M-V/def2-TZVPD

energy relative to the best compared isomer or geometry (same formula, charge and spin) = 32.78 kcal per mole
calculated total energy = -447.7824 Eh
lowest unoccupied orbital energy = 0.9 eV
SMILES = CC#C[SiH3].C
strongest force on any atom = 3.32 eV/A

The geometry in XYZ format:
```
15
Properties=species:S:1:pos:R:3:forces:R:3
C -0.814 0.604 0.030 -1.30 0.58 -0.99
C 0.008 1.454 -0.259 0.55 -1.14 0.35
C 0.981 -1.650 0.740 -0.04 0.01 0.45
C 1.329 2.020 -0.572 0.39 -1.90 0.37
Si -2.388 -0.411 -0.188 0.18 2.18 0.31
H 1.151 -2.642 1.258 -0.17 1.37 -0.07
H 1.953 -1.178 0.544 0.01 -0.28 0.19
H 0.640 -1.983 -0.299 -0.37 1.09 1.50
H 0.407 -0.813 1.392 0.88 -2.60 -1.88
H 1.636 1.610 -1.557 -0.12 0.62 0.45
H 1.332 3.071 -0.524 0.16 1.35 -0.27
H 2.084 1.635 0.170 -0.77 0.36 -0.59
H -2.874 -0.279 -1.611 0.26 -0.21 0.55
H -3.410 0.331 0.704 0.57 -0.93 -0.54
H -2.034 -1.769 0.171 -0.24 -0.49 0.16
```
Forces are in eV/Å.

***

3.
Molecular formula: C4H11AlF4N4O12S4
Method: DFT, ωB97M-V/def2-TZVPD

energy relative to the best compared isomer or geometry (same formula, charge and spin) = 127.92 kcal per mole
calculated total energy = -3514.9322 Eh
lowest unoccupied orbital energy = -8.2 eV
strongest force on any atom = 11.19 eV/A

The geometry in XYZ format:
```
40
Properties=species:S:1:pos:R:3:forces:R:3
Al 19.187 -18.945 -21.848 -0.15 0.36 1.50
N 17.747 -16.668 -20.978 1.59 2.30 0.70
S 16.308 -16.173 -20.591 -8.39 -3.91 1.16
O 15.676 -15.171 -21.385 0.82 -0.15 0.33
O 15.914 -16.307 -19.171 1.51 0.74 -2.54
F 15.554 -17.535 -21.154 0.73 0.27 -0.07
S 18.362 -15.256 -20.260 6.02 2.68 1.28
O 18.495 -15.387 -18.798 -0.42 0.35 -3.28
O 17.984 -13.960 -20.883 1.18 -3.92 1.68
F 19.972 -15.552 -20.757 -2.38 0.25 0.31
N 22.034 -18.792 -21.648 2.83 -1.25 1.19
S 23.370 -19.421 -20.828 2.80 -6.58 5.56
O 24.246 -18.605 -19.958 -2.52 -0.59 -2.63
O 24.031 -20.555 -21.497 -1.91 2.66 0.63
F 22.519 -20.214 -19.683 -0.17 0.55 -0.86
S 23.114 -17.841 -22.339 0.99 8.61 -7.07
O 24.269 -18.287 -23.150 -1.80 -0.58 3.05
O 23.225 -16.485 -21.782 -0.05 -2.95 0.34
F 22.188 -17.500 -23.582 -1.33 -0.20 -0.42
N 17.204 -22.095 -23.684 0.74 -2.84 -0.81
O 16.051 -22.374 -23.918 -0.07 0.24 0.02
O 18.144 -22.860 -23.922 -0.44 0.27 -0.17
O 17.488 -21.046 -23.137 0.06 2.92 1.37
C 15.957 -19.968 -17.878 0.29 -0.47 0.72
C 17.119 -19.690 -18.796 -1.07 1.48 -1.09
C 18.427 -19.485 -18.102 -1.01 -0.71 0.76
O 19.375 -18.986 -18.945 1.23 1.00 -1.47
C 20.492 -18.425 -18.242 0.89 -0.22 0.19
N 17.169 -20.693 -19.821 1.04 -1.30 0.08
H 15.878 -19.139 -17.174 -0.45 0.03 -0.16
H 16.177 -20.869 -17.304 -0.24 -0.20 0.11
H 15.078 -20.123 -18.504 -0.21 0.24 0.44
H 16.809 -18.774 -19.299 0.31 0.44 -0.01
H 18.800 -20.441 -17.734 -0.11 -0.36 0.58
H 18.237 -18.794 -17.281 0.08 -0.04 0.21
H 21.302 -19.150 -18.169 0.04 -0.04 -0.61
H 20.306 -18.248 -17.182 -0.76 0.53 -0.17
H 20.814 -17.521 -18.760 -0.02 -0.07 0.15
H 16.299 -21.166 -20.020 -0.83 0.87 -0.74
H 17.631 -21.484 -19.396 1.17 -0.41 -0.25
```
Forces are in eV/Å.

***

4.
Molecular formula: C4H11BOS2
Method: DFT, ωB97M-V/def2-TZVPD

energy relative to the best compared isomer or geometry (same formula, charge and spin) = 12.21 kcal per mole
calculated total energy = -1055.4762 Eh
lowest unoccupied orbital energy = 0.3 eV
SMILES = CCOB(S)SCC
strongest force on any atom = 5.72 eV/A

The geometry in XYZ format:
```
19
Properties=species:S:1:pos:R:3:forces:R:3
B -1.212 0.994 -0.164 2.96 -3.78 3.11
C 2.062 1.776 0.247 -0.05 2.13 3.57
C -1.929 -2.095 1.003 -0.40 0.58 -1.37
C 1.028 1.347 1.313 -1.38 1.38 -0.68
C -1.451 -1.893 -0.469 -3.92 -0.54 0.80
O 0.064 0.432 0.861 -3.69 1.29 -3.82
S -2.051 2.485 0.214 -0.36 1.12 0.13
S -2.018 -0.325 -1.122 -0.09 1.20 -0.27
H 1.578 2.314 -0.569 0.32 0.19 0.13
H 2.813 2.392 0.909 -1.35 -0.34 -1.70
H 2.668 1.007 -0.076 0.87 -1.99 -1.02
H -3.010 -2.167 0.893 -0.13 -0.50 0.46
H -1.476 -2.986 1.414 -0.11 -0.21 0.26
H -1.779 -1.222 1.644 0.52 -0.20 -0.24
H 0.500 2.273 1.725 0.70 -0.80 -0.45
H 1.413 0.828 2.158 1.10 -0.15 0.73
H -1.957 -2.647 -1.150 0.72 0.76 0.85
H -0.461 -1.930 -0.589 3.88 -0.35 -0.34
H -3.279 1.987 -0.072 0.42 0.18 -0.13
```
Forces are in eV/Å.

***

no.,Kohn-Sham gap (eV)
1,9.827
2,10.543
3,2.632
4,9.515